Entry 1:
Formula: C5H10CrO4
Source: OMol25
Level of theory: the ωB97M-V functional and the def2-TZVPD basis

Geometry (Å):
O  1.67827  -1.26621  -1.79352
C  0.49532  -1.51580  -2.32371
C  -0.64559  -1.53937  -1.60142
O  1.55058  -1.66793  1.75800
C  -1.38523  -0.33244  0.58853
C  -0.63022  0.73551  1.34141
O  0.61602  1.03189  0.70672
C  0.66739  2.27120  0.00677
H  0.46386  -1.88090  -3.36009
H  -1.62886  -1.84399  -1.95797
H  -2.17657  -0.78412  1.20264
H  -1.90948  0.17600  -0.23630
H  -1.23858  1.64172  1.45755
H  -0.38097  0.38383  2.35085
H  1.37788  2.13901  -0.81623
H  -0.32469  2.53151  -0.38855
H  1.02455  3.05868  0.68367
Cr  1.46765  -0.71726  0.06264
O  -0.51029  -1.27917  -0.24080
H  1.48895  -1.14216  2.55982

Its multiplicity is 5. As for the total charge: 0. As for the expectation value of S²: 6.013. The value obtained for the calculated total energy is -1541.850455 hartree. The value obtained for the LUMO energy (alpha / beta) is 0.41 / 0.26 eV. The HOMO energy (alpha / beta) comes out at -7.156 / -7.728 eV.

***

Entry 2:
Formula: CH3N4S
Source: OMol25
Level of theory: the ωB97M-V functional and the def2-TZVPD basis

Geometry (Å):
S  0.30215  2.39935  -1.52951
N  0.24007  1.19417  -0.50167
N  -1.09257  0.23725  -0.48329
C  -0.47261  -0.89425  -0.06522
N  0.69148  -0.44318  0.89856
N  1.08373  0.74993  0.33172
H  -1.11196  -1.59583  0.48882
H  0.11540  -1.30775  -1.00246
H  0.24431  -0.33969  1.86306

As for the total charge: -1. The structure (SMILES) is S=[N+]1[N-]CN[N-]1. The value obtained for the calculated total energy is -656.995723 hartree. The value obtained for the LUMO energy is 4.17 eV. The HOMO energy comes out at -2.889 eV. The calculation puts the relative energy (zero: lowest compared OMol25 entry of this formula, charge and spin) at 346.3 kJ/mol.

***

Entry 3:
Formula: C3H4N2OS2
Source: OMol25
Level of theory: the ωB97M-V functional and the def2-TZVPD basis

Geometry (Å):
S  -3.04340  -1.16852  0.05958
N  -2.11863  0.32172  0.03663
C  -0.91043  0.46034  -0.01523
N  -0.07393  1.55218  0.12856
C  1.29815  1.19020  0.03196
C  1.29357  -0.17324  -0.04358
S  2.52252  -1.41704  0.00267
O  -0.08917  -0.67306  -0.28323
H  -2.09078  -2.20829  -0.45755
H  -0.34237  2.48491  -0.68667
H  2.04600  2.00851  0.36806
H  1.50847  -2.37771  0.85879

As for the total charge: 0. The structure (SMILES) is S/N=c1/[nH]cc(S)o1. The value obtained for the calculated total energy is -1097.701079 hartree. The value obtained for the LUMO energy is 0.00 eV. The HOMO energy comes out at -8.126 eV. The calculation puts the relative energy (zero: lowest compared OMol25 entry of this formula, charge and spin) at 402.9 kJ/mol.

***

Entry 4:
Formula: C3H3ErO4
Source: OMol25
Level of theory: the ωB97M-V functional and the def2-TZVPD basis

Geometry (Å):
C  -1.82975  0.54024  -0.15725
C  -1.61062  -0.91808  0.08178
O  -0.63166  -1.30206  0.72314
O  -0.89644  1.32150  0.45859
H  -2.86339  0.74081  0.20765
H  -2.40957  -1.63346  -0.18113
Er  0.86895  0.38523  1.32515
O  2.99053  0.36632  0.42319
O  4.70051  -0.04497  -0.99081
C  3.56121  -0.12131  -0.59816
H  -1.87977  0.66579  -1.29216

Its multiplicity is 5. As for the total charge: +1. As for the expectation value of S²: 6.006. The value obtained for the calculated total energy is -1431.824726 hartree. The value obtained for the LUMO energy (alpha / beta) is -6.33 / -6.35 eV. The HOMO energy (alpha / beta) comes out at -10.870 / -14.327 eV.

***

Entry 5:
Formula: C44H79N5O5
Source: OMol25
Level of theory: the ωB97M-V functional and the def2-TZVPD basis

Geometry (Å):
C  1.98380  -4.64307  -3.52976
O  2.75441  -3.59178  -4.05751
C  2.05566  -2.36861  -4.06600
C  3.01632  -1.27712  -4.55909
C  4.27445  -1.26804  -3.69218
N  2.44333  0.07464  -4.49057
H  1.08708  -4.82302  -4.12594
H  1.70533  -4.42976  -2.48853
H  2.58532  -5.54730  -3.44701
H  1.18157  -2.39244  -4.73393
H  1.62676  -2.14161  -3.08092
H  3.33624  -1.42992  -5.59288
H  4.04462  -1.01123  -2.64688
H  4.99947  -0.51420  -4.00093
H  4.77075  -2.23074  -3.56368
H  1.51878  0.07569  -4.93459
H  2.19066  0.14480  -3.50108
C  -5.11615  -0.26611  1.24105
O  -4.86397  -1.29388  0.31102
C  -3.48997  -1.42006  -0.05414
C  -3.29610  -2.78618  -0.66350
C  -3.86027  -3.93017  0.17332
N  -1.86608  -3.04915  -0.95515
H  -6.04458  -0.52749  1.75472
H  -5.32751  0.69911  0.76770
H  -4.30427  -0.23116  1.97209
H  -3.28294  -0.60710  -0.75938
H  -2.87815  -1.20764  0.83467
H  -3.83557  -2.71898  -1.61916
H  -3.54493  -3.81085  1.20661
H  -3.71119  -4.92948  -0.23651
H  -4.95169  -3.86871  0.08358
H  -1.86159  -3.74148  -1.70470
H  -1.57500  -2.23969  -1.52082
C  1.21387  -2.03958  5.97515
O  0.36310  -2.14653  4.85385
C  0.89078  -2.88579  3.75512
C  -0.27969  -3.20981  2.85446
C  -1.21516  -4.20832  3.50583
N  0.18229  -3.75549  1.57904
H  0.61655  -1.52456  6.72485
H  2.07853  -1.40595  5.74414
H  1.55190  -3.01389  6.33418
H  1.58170  -2.18364  3.25599
H  1.53401  -3.70673  4.08855
H  -0.89169  -2.31655  2.66299
H  -1.50666  -3.84992  4.49694
H  -0.68114  -5.13545  3.72878
H  -2.08853  -4.36337  2.87685
H  1.01501  -3.40156  1.15042
H  -0.58617  -3.70150  0.91850
C  -1.84443  1.84473  0.73430
O  -1.14030  0.98866  -0.14066
C  -0.10853  0.29040  0.51564
C  0.80775  -0.34179  -0.52765
C  2.03593  -1.05341  -0.03925
N  1.24515  0.57838  -1.61573
H  -2.54612  2.43117  0.15163
H  -1.11172  2.47838  1.25009
H  -2.36724  1.32833  1.54662
H  0.46382  1.02249  1.10239
H  -0.46771  -0.55397  1.11463
H  0.15743  -1.06372  -1.03471
H  2.61627  -1.53689  -0.82584
H  1.93738  -1.74977  0.78516
H  2.72170  -0.26844  0.32374
H  0.69861  1.43413  -1.55387
H  2.19798  0.83269  -1.36897
C  0.02355  -0.32912  -7.23366
O  -0.21612  0.03679  -5.90239
C  -1.50452  -0.35173  -5.48852
C  -1.85833  0.21580  -4.12436
C  -1.58737  1.70638  -4.02554
N  -1.14877  -0.52666  -3.05051
H  -0.72507  0.02809  -7.94858
H  0.03675  -1.42041  -7.36371
H  1.00741  0.01841  -7.54401
H  -2.26143  0.03729  -6.18304
H  -1.65529  -1.43656  -5.44875
H  -2.90304  0.01326  -3.87624
H  -0.52884  1.95784  -4.11288
H  -2.00229  2.09650  -3.09698
H  -2.04753  2.21360  -4.88213
H  -0.13275  -0.43326  -3.09935
H  -1.29639  0.00154  -2.18828
C  5.57935  -1.44958  4.22495
C  5.64310  -0.73057  5.41990
C  4.83234  0.36734  5.65741
C  3.98467  0.79900  4.63381
C  3.89956  0.09478  3.44618
C  4.69310  -1.02361  3.24522
H  6.19209  -2.33005  4.09774
H  6.30782  -1.02624  6.22402
H  4.89299  0.97525  6.54901
H  3.27636  1.59198  4.84885
H  3.14749  0.36409  2.71423
H  4.60529  -1.53288  2.29204
C  -2.92233  4.66457  -1.95031
C  -3.92076  4.98092  -1.03170
C  -5.11910  5.52984  -1.45765
C  -5.37047  5.72528  -2.80165
C  -4.38149  5.37264  -3.70876
C  -3.18847  4.77968  -3.29300
H  -1.98564  4.26767  -1.57588
H  -3.74860  4.79994  0.02250
H  -5.85206  5.80099  -0.70600
H  -6.32116  6.09174  -3.16354
H  -4.54512  5.51905  -4.77000
H  -2.49404  4.43278  -4.04615
C  -3.08127  2.96475  5.48265
C  -2.10430  3.21096  6.44302
C  -1.06441  2.30709  6.58970
C  -0.98677  1.19360  5.75463
C  -1.91717  1.01846  4.75116
C  -2.99388  1.87824  4.62059
H  -3.84526  3.69629  5.24095
H  -2.00848  4.14891  6.97478
H  -0.29484  2.52456  7.31983
H  -0.19268  0.46421  5.84495
H  -1.85362  0.14458  4.10887
H  -3.70165  1.86582  3.80152
C  4.58948  2.23132  0.56020
C  4.92142  2.05082  -0.77982
C  4.06503  2.49210  -1.79046
C  2.94169  3.23329  -1.46796
C  2.59150  3.34585  -0.12559
C  3.39157  2.84725  0.88636
H  5.23322  1.84978  1.34226
H  5.80289  1.48241  -1.04791
H  4.28366  2.31238  -2.83651
H  2.26241  3.57802  -2.23658
H  1.66883  3.86948  0.10535
H  3.04850  2.88737  1.91266

As for the total charge: 0. The structure (SMILES) is COC[C@H](C)N.COC[C@H](C)N.COC[C@H](C)N.COC[C@H](C)N.COC[C@H](C)N.c1ccccc1.c1ccccc1.c1ccccc1.c1ccccc1. The value obtained for the calculated total energy is -2373.802281 hartree. The value obtained for the LUMO energy is 0.49 eV. The HOMO energy comes out at -8.654 eV. The calculation puts the relative energy (zero: lowest compared OMol25 entry of this formula, charge and spin) at 0.0 kJ/mol.

***

Entry 6:
Formula: C16H11Cl3FN3
Source: OMol25
Level of theory: the ωB97M-V functional and the def2-TZVPD basis

Geometry (Å):
F  -2.09192  2.23597  3.83063
C  -2.59744  1.19695  3.14527
C  -2.61964  1.44941  1.66237
N  -1.25875  1.68734  1.17775
N  -0.71756  2.93228  1.13751
N  0.36180  2.79643  0.46809
C  0.56950  1.50095  0.02166
C  1.65236  1.02302  -0.84434
C  1.89714  1.80063  -1.99418
C  2.91189  1.45075  -2.86741
C  3.70897  0.33675  -2.57841
Cl  4.95972  -0.17639  -3.75839
C  3.50069  -0.40779  -1.40216
C  2.48577  -0.09131  -0.50723
Cl  2.39328  -0.91285  1.05854
C  -0.47158  0.75605  0.51453
C  -0.74179  -0.67225  0.21883
C  -0.87254  -1.60373  1.26752
C  -1.09353  -2.93839  0.96901
C  -1.20502  -3.35776  -0.36228
Cl  -1.43905  -5.06557  -0.67580
C  -1.11747  -2.43554  -1.41464
C  -0.85224  -1.09223  -1.10252
H  -3.59267  0.94330  3.51891
H  -1.95863  0.34936  3.36516
H  -3.07998  0.61694  1.17927
H  -3.22187  2.33339  1.44114
H  1.31525  2.67120  -2.26353
H  3.06896  2.00512  -3.78261
H  4.16903  -1.22277  -1.16471
H  -0.85678  -1.29819  2.30600
H  -1.10200  -3.66096  1.77526
H  -1.25746  -2.79404  -2.41992
H  -0.84643  -0.35606  -1.91934

As for the total charge: 0. The structure (SMILES) is FCCn1nnc(-c2ccc(Cl)cc2Cl)c1-c1ccc(Cl)cc1. The value obtained for the calculated total energy is -2260.999065 hartree. The value obtained for the LUMO energy is 0.30 eV. The HOMO energy comes out at -8.871 eV.

***

Entry 7:
Formula: C29H29IN7O4Zn
Source: OMol25
Level of theory: the ωB97M-V functional and the def2-TZVPD basis

Geometry (Å):
Zn  0.04882  1.28417  -0.55967
C  -0.25351  5.40749  -0.21310
C  -0.08190  3.97045  0.18249
N  -0.94058  3.06033  -0.11559
N  -2.05193  3.37423  -0.90687
C  -2.10761  2.55702  -1.94931
O  -1.29086  1.64154  -2.25665
C  -3.31367  2.75440  -2.83330
C  -3.47405  1.91444  -3.93023
C  -4.57051  2.05276  -4.76938
C  -5.51939  3.03446  -4.51889
C  -5.36240  3.87832  -3.42616
C  -4.26491  3.74161  -2.58941
C  1.17655  3.54005  0.81489
C  2.06741  4.44148  1.38270
C  3.25763  3.99952  1.93468
C  3.51075  2.61980  1.89461
C  2.61130  1.77262  1.30372
N  1.47223  2.20600  0.70172
H  -1.23118  5.54909  -0.66450
H  -0.14552  6.07124  0.64576
H  0.51990  5.66674  -0.93842
H  -2.71451  1.16254  -4.09948
H  -4.68515  1.39526  -5.62295
H  -6.37538  3.14602  -5.17367
H  -6.09764  4.64981  -3.22972
H  -4.12186  4.39508  -1.73938
H  1.81566  5.49408  1.40874
H  3.94781  4.68832  2.40306
H  4.40841  2.20473  2.33894
H  2.79556  0.70599  1.24471
N  -3.37671  1.29440  0.66904
C  -2.62446  0.28612  1.12433
O  -1.44904  0.09135  0.84037
C  -3.33122  -0.71700  2.01860
I  -3.82078  0.11386  3.92873
H  -2.96052  2.08674  0.16004
H  -4.27788  1.44780  1.08829
H  -2.66804  -1.55206  2.20691
H  -4.27394  -1.05069  1.59452
C  3.85199  -2.66641  4.10108
C  3.17166  -3.51126  3.05875
C  1.85856  -3.27154  2.67666
C  1.22980  -4.03101  1.70099
C  1.92443  -5.04696  1.05598
N  1.37197  -5.83868  0.02497
C  0.21739  -5.66228  -0.71489
O  -0.41487  -6.62371  -1.11987
N  -0.18070  -4.37530  -0.96937
C  0.60242  -3.20237  -1.11968
C  1.95467  -3.20824  -1.44259
C  2.61652  -1.99909  -1.53814
C  1.94037  -0.80333  -1.31359
N  0.63694  -0.82578  -0.99940
C  -0.01329  -1.97872  -0.91764
C  3.23600  -5.31143  1.44373
C  3.84280  -4.55828  2.43281
H  3.17029  -1.91855  4.50379
H  4.70969  -2.13886  3.67977
H  4.21681  -3.27550  4.93061
H  1.30663  -2.46435  3.14397
H  0.20405  -3.82020  1.43872
H  1.69259  -6.79233  -0.01968
H  -1.12445  -4.32889  -1.31905
H  2.47047  -4.14312  -1.61828
H  3.66857  -1.97637  -1.79223
H  2.27918  0.27529  -1.39461
H  -1.06425  -1.92743  -0.64932
H  3.78635  -6.10298  0.94734
H  4.86812  -4.77764  2.70944
O  1.72242  1.92518  -1.27046

As for the total charge: -1. The value obtained for the calculated total energy is -3883.805615 hartree. The value obtained for the LUMO energy (alpha / beta) is 1.84 / 1.84 eV. The HOMO energy (alpha / beta) comes out at -2.167 / -2.165 eV. The calculation puts the relative energy (zero: lowest compared OMol25 entry of this formula, charge and spin) at 418.0 kJ/mol.